# 1
# C5H16N2

C5H16N2 as an isolated structure at a distorted geometry (the ωB97M-V functional and the def2-TZVPD basis, the OMol25 dataset).

## Properties
total energy	-8419.47288	eV
ΔE to the lowest compared entry with this formula, charge and spin	125.1	kcal per mole
multiplicity	1
LUMO (spin up / spin down)	0.490 / -0.107	eV
charge	0

CARTESIAN COORDINATES (ANGSTROEM)
1 C -2.7782 0.3581 -0.9207
2 C 3.1782 0.5856 0.8091
3 H 3.1740 -0.1095 1.6536
4 H -2.5477 -0.9371 0.8225
5 N 1.4536 -0.6891 -0.3796
6 H -2.6997 1.2802 -0.3490
7 C 1.8232 0.6097 0.1234
8 H 3.4181 1.5760 1.1978
9 H -0.5329 0.0123 2.2093
10 H -0.8386 -0.7328 -0.3916
11 H 0.1651 -0.1484 -1.8972
12 C 0.3288 -0.8999 -1.1289
13 H 1.6920 -1.4496 0.2442
14 H -1.5007 1.1955 1.7363
15 H -2.2943 0.5192 -1.8862
16 C -2.1592 -0.7968 -0.1753
17 H 1.8143 1.3122 -0.7132
18 N -0.7405 0.6008 1.3945
19 H 0.1986 -1.9230 -1.4721
20 H 3.9797 0.2841 0.1306
21 H -3.8358 0.1545 -1.1216
22 H -2.2451 -1.7390 -0.7256
23 H 0.9472 0.9370 0.8399

# 2
# C22H53F6MnN3O9

C22H53F6MnN3O9 as an isolated structure at a distorted geometry (the ωB97M-V functional and the def2-TZVPD basis, the OMol25 dataset).

## Properties
total energy	-94193.75288	eV
multiplicity	6
LUMO (spin up / spin down)	0.463 / 0.453	eV
charge	0

CARTESIAN COORDINATES (ANGSTROEM)
1 H 20.8331 -23.4287 -7.7328
2 H 20.1448 -30.2741 -4.3359
3 C 17.4722 -28.3975 -2.0099
4 H 19.9248 -31.0135 -5.9056
5 H 25.7192 -25.5554 -5.3382
6 H 26.7592 -24.8767 -7.6461
7 F 16.3935 -22.6064 -5.9532
8 N 19.8410 -28.3821 -6.1290
9 C 21.8410 -29.1814 -7.2436
10 H 14.2543 -26.3039 -3.9059
11 Mn 20.4905 -26.5532 -7.1103
12 H 22.5625 -23.8679 -7.5851
13 H 16.6161 -26.5400 -7.8976
14 H 24.0098 -28.1433 -8.4750
15 H 19.7988 -27.0115 -3.8600
16 H 25.2400 -25.3083 -8.4253
17 H 19.3655 -28.2809 -5.2437
18 C 17.0265 -29.9961 -6.3240
19 O 21.7566 -25.9619 -5.4740
20 C 25.8204 -25.4131 -7.5087
21 H 22.8169 -29.5788 -6.9645
22 H 14.7540 -24.4123 -5.2862
23 H 19.2206 -27.8557 -11.4411
24 O 18.6404 -25.4921 -6.6852
25 C 15.1308 -27.5771 -8.7236
26 H 16.5231 -27.8791 -2.1466
27 H 17.2002 -28.6387 -7.7646
28 C 21.0350 -29.1594 -5.9224
29 H 17.4343 -28.5929 -0.9383
30 C 23.0602 -25.8279 -5.0257
31 C 23.0114 -27.7907 -8.7337
32 O 22.0372 -27.8009 -7.7061
33 F 22.9772 -27.9542 -3.6844
34 C 20.6442 -30.4827 -5.2820
35 C 17.5567 -24.7231 -6.1412
36 C 19.1583 -26.7817 -11.2658
37 H 15.0638 -28.2284 -9.5950
38 H 16.1737 -30.6222 -6.5862
39 F 24.5771 -26.6899 -3.4259
40 O 16.3576 -25.3794 -6.6649
41 F 18.4767 -22.4334 -6.0793
42 H 17.5773 -24.7710 -5.0525
43 H 18.6527 -26.5376 -1.9204
44 H 18.3604 -26.5086 -4.0658
45 H 21.3956 -28.5968 -5.0613
46 H 14.3372 -25.6163 -6.4032
47 H 20.7390 -24.6510 -10.4313
48 O 17.6954 -29.3965 -7.4450
49 F 17.5260 -22.8926 -7.8894
50 H 21.8269 -29.0111 0.0937
51 C 23.7511 -27.1003 -4.3829
52 O 23.8162 -25.6230 -6.2389
53 N 19.4132 -27.2860 -8.8819
54 H 17.5071 -29.2525 -2.6851
55 C 15.1517 -25.3187 -5.7428
56 H 14.9922 -28.2072 -7.8451
57 H 21.7847 -23.3530 -9.1565
58 H 14.5609 -26.6481 -8.7445
59 H 19.1873 -28.9642 -6.6329
60 O 16.4792 -27.2218 -8.5594
61 C 25.1477 -25.0534 -6.1189
62 C 21.6802 -23.9076 -8.2240
63 H 25.1415 -23.9681 -6.0184
64 H 21.0117 -27.0604 -10.2068
65 H 19.3481 -24.6137 -9.2361
66 H 19.5473 -26.3223 -12.1745
67 H 16.0301 -26.1398 -3.8263
68 H 21.4547 -31.2058 -5.1912
69 H 18.4062 -27.2519 -8.9506
70 H 17.7903 -30.6831 -5.9597
71 C 20.2318 -25.1387 -9.5988
72 H 16.9703 -29.2525 -5.5289
73 H 23.2244 -25.1171 -4.2158
74 H 20.1505 -29.3044 -2.0164
75 H 22.9966 -26.7517 -9.0631
76 H 22.7340 -28.4451 -9.5600
77 H 21.2962 -29.6508 -8.0627
78 H 15.2247 -27.3876 -4.7079
79 C 18.7251 -27.5621 -2.2856
80 C 17.4715 -23.1747 -6.4979
81 F 24.4893 -27.8397 -5.2731
82 H 20.9450 -27.8714 -2.1104
83 O 21.2820 -25.1906 -8.5337
84 H 26.0771 -26.4707 -7.5692
85 C 20.0220 -28.2720 -1.6912
86 H 20.3582 -29.9599 0.1924
87 H 19.4826 -28.2860 -9.0060
88 H 20.9079 -28.7487 1.4982
89 O 20.1183 -28.0350 -0.3082
90 N 18.8482 -27.3330 -3.7455
91 C 20.7942 -28.9926 0.4420
92 H 18.1420 -26.4396 -11.0705
93 C 20.0407 -26.5954 -10.0363
94 C 15.1791 -26.3221 -4.4825

# 3
# C3H10NO

An isolated ion of composition C3H10NO and charge +1 at a distorted geometry (the ωB97M-V functional and the def2-TZVPD basis, the OMol25 dataset).

## Properties
total energy	-6802.75276	eV
ΔE to the lowest compared entry with this formula, charge and spin	35.9	kcal per mole
multiplicity	1
SMILES	[NH3+]CCCO
LUMO	-3.674	eV
charge	+1

CARTESIAN COORDINATES (ANGSTROEM)
1 H -0.0198 -1.1962 1.7701
2 H 1.0108 2.1853 -0.2262
3 H 0.8113 1.1324 -1.7476
4 H 1.8861 -0.2649 -0.3446
5 H 1.6141 0.5825 1.2351
6 H 1.0341 -2.0009 0.6686
7 C 1.1246 0.0781 0.3842
8 H -1.2989 1.4789 0.3781
9 C 0.5410 1.1990 -0.5629
10 C 0.3737 -1.1814 0.7274
11 N -0.9724 1.2476 -0.4728
12 H -1.4481 2.0047 -1.1984
13 O -0.8122 -1.4325 -0.0254
14 H -1.2027 0.3171 -0.7230
15 H -1.3177 -2.0856 0.4079

# 4
# C3H4N2O

A 2-piece molecular cluster, C3H4N2O overall at a distorted geometry (the ωB97M-V functional and the def2-TZVPD basis, the OMol25 dataset).

## Properties
total energy	-8197.59561	eV
ΔE to the lowest compared entry with this formula, charge and spin	145.0	kcal per mole
multiplicity	1
LUMO	-0.752	eV
charge	0

CARTESIAN COORDINATES (ANGSTROEM)
1 N -1.4996 -0.3071 0.9014
2 C -0.3341 -0.0636 0.1387
3 H 1.2483 -1.8563 0.6020
4 C 0.7670 -0.8048 0.3862
5 H -2.2822 1.2186 1.2226
6 C 1.0952 0.8563 -1.0267
7 H -2.1534 -1.2359 0.7262
8 O 1.7970 -0.0503 -0.4188
9 N -0.1038 0.9174 -0.7080
10 H 1.4657 1.3258 -1.8236

# 5
# C25H44N3OPReS

C25H44N3OPReS as an isolated structure at a distorted geometry (the ωB97M-V functional and the def2-TZVPD basis, the OMol25 dataset).

## Properties
total energy	-55383.28800	eV
multiplicity	5
LUMO (spin up / spin down)	-9.545 / -10.946	eV
charge	+3

CARTESIAN COORDINATES (ANGSTROEM)
1 C -1.7676 1.1556 5.4253
2 C 3.7631 -2.5087 -1.3576
3 C -0.3267 3.9318 -1.1420
4 H -1.7995 1.0897 6.5102
5 H 0.7304 2.0761 -4.5120
6 H 0.8694 2.5024 0.9065
7 N 1.3194 -1.3918 -0.7745
8 H 2.7540 -0.5620 1.8207
9 H -5.6520 -1.6903 -0.5696
10 C 3.3808 -1.3537 -1.9927
11 H 1.4072 -3.3710 1.7962
12 H -3.0262 -1.5248 -1.8455
13 H 0.0805 4.9173 -0.8598
14 C 2.9003 -3.1105 -0.4416
15 C -0.3131 2.3058 -4.2622
16 H -4.5458 -3.0418 -0.6702
17 H -1.8914 -3.7134 0.6110
18 S -1.8148 1.2003 0.9047
19 C -1.2415 -2.3442 2.1369
20 H -2.9264 1.7770 -3.7611
21 H -0.8899 2.1991 -5.1950
22 H -2.0167 -2.0038 0.1690
23 H 2.4161 2.1729 0.0649
24 H -0.8492 4.0683 -2.0971
25 C -2.3140 1.7003 -2.8492
26 C -2.1373 -2.7213 1.0027
27 H -3.4749 0.2658 2.7474
28 C -0.8837 1.3084 -3.2475
29 H 0.0157 2.3910 5.3799
30 H 2.2199 4.4620 -1.8596
31 H -5.2136 -2.3510 -2.2171
32 C 0.8287 -1.1052 2.5830
33 P 0.1737 1.2027 -1.6715
34 H -1.3265 -0.8447 -3.2791
35 H 0.1194 -3.7314 0.6236
36 C -1.6698 1.2158 2.6760
37 H 4.7143 -2.9811 -1.5758
38 C 1.6323 0.3634 -2.3281
39 C 1.5478 2.8481 0.1100
40 C -4.8330 -2.1008 -1.1994
41 H 1.4796 3.6585 -3.2450
42 H 3.9957 -0.8567 -2.7318
43 H -3.6521 0.0763 5.1243
44 C -0.7353 1.8572 4.7886
45 C 0.8414 2.9448 -1.2458
46 C 1.7698 -0.1106 1.9723
47 O -3.7352 -1.1476 -1.2620
48 C -0.6975 1.9007 3.3912
49 H -0.4053 3.3527 -3.9486
50 H 1.8635 0.7704 2.6090
51 H -1.5340 -0.5309 -1.0830
52 N 0.0112 -1.7972 1.5296
53 H -1.6794 -1.5710 2.7766
54 Re -0.3726 -0.2134 -0.0197
55 H -2.3577 2.6683 -2.3344
56 H -3.1833 -2.6812 1.3114
57 H 0.1544 -0.3844 -4.1495
58 H -2.7814 0.9496 -2.1915
59 H 0.0550 2.4700 2.8415
60 H 2.1486 0.7065 -3.2262
61 H 1.4440 0.2572 0.9459
62 C 2.1257 -0.7913 -1.7142
63 C 1.6868 -2.5037 -0.1269
64 H 1.9229 3.8411 0.4112
65 N -2.7309 0.6451 3.3343
66 H 1.3367 -1.9005 3.1324
67 H 0.1279 -0.6251 3.2766
68 C -2.7890 0.5770 4.6987
69 H 3.1513 -4.0120 0.1271
70 H -1.4375 -0.0168 -4.8595
71 C -0.8712 -0.0720 -3.9161
72 H -1.0541 3.6367 -0.3726
73 C 0.7888 -2.9388 0.9894
74 C 1.8811 3.4831 -2.2417
75 H 2.7561 2.8248 -2.3067
76 H -0.9444 -3.1846 2.7744

# 6
# C7H8NOS

An isolated ion of composition C7H8NOS and charge +1 at a distorted geometry (the ωB97M-V functional and the def2-TZVPD basis, the OMol25 dataset).

## Properties
total energy	-21749.84475	eV
ΔE to the lowest compared entry with this formula, charge and spin	102.0	kcal per mole
multiplicity	1
LUMO (spin up / spin down)	-5.341 / -5.205	eV
charge	+1

CARTESIAN COORDINATES (ANGSTROEM)
1 C -0.2846 -1.2010 -0.9714
2 H -3.0751 -0.8264 -0.3217
3 N 1.0825 -0.7305 -1.4597
4 C 1.2697 0.7827 0.5427
5 H -3.7476 1.1733 0.6989
6 S -1.3032 1.8938 1.2266
7 H 2.6049 0.3657 2.1175
8 H 1.0085 -0.0205 -2.2843
9 H 2.2327 -1.1317 0.2757
10 C 1.8419 -0.3333 -0.2752
11 C -2.6657 0.9573 0.7010
12 H -0.3833 -2.3802 -0.8205
13 H 1.7217 1.7382 0.3715
14 C -2.3228 -0.0969 -0.0497
15 H 1.5902 -1.5049 -1.7798
16 O 1.6613 0.6967 1.9233
17 C -0.2782 0.8635 0.3518
18 C -0.9527 -0.2457 -0.2466

# 7
# C5H10NO

An isolated ion of composition C5H10NO and charge +1 at a distorted geometry (the ωB97M-V functional and the def2-TZVPD basis, the OMol25 dataset).

## Properties
total energy	-8875.44003	eV
ΔE to the lowest compared entry with this formula, charge and spin	72.4	kcal per mole
multiplicity	1
SMILES	O=C[C@@H]1CCC[NH2+]1
LUMO	-4.240	eV
charge	+1

CARTESIAN COORDINATES (ANGSTROEM)
1 H 0.9840 1.5691 1.1079
2 H -0.3701 -2.0068 -0.4597
3 C 0.9715 -0.3265 0.0196
4 H 0.8646 1.7615 -0.6504
5 H -1.1830 0.5686 -2.0206
6 N -0.1638 -1.0164 -0.8652
7 H 2.0371 -0.6009 -0.4337
8 O 0.4590 -0.5847 2.2380
9 H 0.1897 -0.9763 -1.7559
10 H -1.5328 2.0156 0.0912
11 C -0.9642 1.0728 0.1886
12 C 0.5947 1.1144 0.1439
13 C 1.0955 -1.1033 1.3352
14 C -1.1927 0.0492 -0.9466
15 H -1.3522 0.9371 1.2779
16 H 1.8232 -1.8693 1.6071
17 H -2.2604 -0.6043 -0.8773

# 8
# C8H20ClI2OP2Ti

C8H20ClI2OP2Ti as an isolated structure at a distorted geometry (the ωB97M-V functional and the def2-TZVPD basis, the OMol25 dataset).

## Properties
total energy	-81052.27347	eV
ΔE to the lowest compared entry with this formula, charge and spin	0.0	kcal per mole
multiplicity	1
LUMO (spin up / spin down)	-13.564 / -13.571	eV
charge	+3

CARTESIAN COORDINATES (ANGSTROEM)
1 H 3.6150 -2.6622 0.9130
2 H 3.5905 -0.9029 1.1601
3 C 3.1514 -1.7232 0.5670
4 H 1.7592 -3.1099 2.8444
5 H 0.9898 -3.2467 -1.1843
6 H -1.8421 3.2163 0.6973
7 Cl 1.0354 2.7471 1.4350
8 H 1.3993 -1.4262 3.1726
9 P 1.3024 -1.7653 0.7494
10 H -0.2291 -3.5722 0.0508
11 H 2.5658 1.0367 1.4017
12 H -1.6359 0.5138 -3.2042
13 C 1.1269 -2.2657 2.5270
14 H 2.2655 1.6970 -0.2721
15 C -1.6609 -0.1416 1.8794
16 H -3.1224 2.0827 0.3022
17 H 0.0951 -2.5410 2.7586
18 H -2.8923 3.5448 -0.6639
19 H -2.8497 1.8272 -3.0560
20 H 0.4989 2.5886 -2.7060
21 C -0.2101 3.0623 -2.0180
22 C -2.3646 2.7354 -0.1356
23 I -2.0267 -2.4159 -2.7911
24 H -2.9837 0.3411 -2.0763
25 C -2.2683 1.0711 -2.4946
26 H 0.3753 3.6564 -1.2962
27 P -1.1796 1.7475 -1.1553
28 C 1.7941 1.3540 0.6682
29 H -0.8592 3.7562 -2.5729
30 O -1.9498 0.1444 2.9691
31 Ti -0.0720 0.2175 0.4368
32 H 3.4295 -1.5422 -0.4781
33 I -2.5144 -2.1882 0.2727
34 H 1.4151 -4.2197 0.2557
35 C 0.8423 -3.3459 -0.1009

> Look up the multiplicity of the sixth one.

1

Please write out number 7 again, unchanged.
# C5H10NO

An isolated ion of composition C5H10NO and charge +1 at a distorted geometry (the ωB97M-V functional and the def2-TZVPD basis, the OMol25 dataset).

## Properties
total energy	-8875.44003	eV
ΔE to the lowest compared entry with this formula, charge and spin	72.4	kcal per mole
multiplicity	1
SMILES	O=C[C@@H]1CCC[NH2+]1
LUMO	-4.240	eV
charge	+1

CARTESIAN COORDINATES (ANGSTROEM)
1 H 0.9840 1.5691 1.1079
2 H -0.3701 -2.0068 -0.4597
3 C 0.9715 -0.3265 0.0196
4 H 0.8646 1.7615 -0.6504
5 H -1.1830 0.5686 -2.0206
6 N -0.1638 -1.0164 -0.8652
7 H 2.0371 -0.6009 -0.4337
8 O 0.4590 -0.5847 2.2380
9 H 0.1897 -0.9763 -1.7559
10 H -1.5328 2.0156 0.0912
11 C -0.9642 1.0728 0.1886
12 C 0.5947 1.1144 0.1439
13 C 1.0955 -1.1033 1.3352
14 C -1.1927 0.0492 -0.9466
15 H -1.3522 0.9371 1.2779
16 H 1.8232 -1.8693 1.6071
17 H -2.2604 -0.6043 -0.8773